Record 1
Density functional theory data (ωB97M-V/def2-TZVPD) for C9H16ClLuNOPd as an isolated structure.

Each line ends with the natural charge from an NBO analysis.
Element x y z (Å)
Lu 4.408 0.067 -1.778  1.257
Cl 3.568 -1.147 0.017  -0.681
C 5.427 2.033 -1.456  -1.410
C 4.373 -0.806 -3.840  -1.408
H 5.806 2.482 -2.400  0.200
H 4.627 2.662 -0.994  0.205
H 6.255 1.834 -0.736  0.208
H 4.831 -0.138 -4.601  0.200
H 3.282 -0.957 -4.031  0.204
H 4.910 -1.780 -3.770  0.207
Pd 0.318 0.247 -0.048  0.505
C 1.337 0.817 1.554  -0.950
C -1.015 1.164 -0.943  -0.528
H 1.901 1.660 1.094  0.188
H 0.567 1.165 2.279  0.180
H 1.992 -0.002 1.919  0.204
H -1.744 0.809 -1.688  0.143
H -1.198 2.196 -0.557  0.139
O -1.777 -0.391 0.658  -0.706
N -2.927 -0.772 1.227  -0.040
C -3.454 0.016 2.222  -0.110
C -4.549 -0.518 2.933  -0.236
C -5.350 -1.461 2.284  -0.409
C -4.948 -1.994 1.057  -0.275
C -3.683 -1.690 0.554  -0.067
H -2.979 0.954 2.401  0.207
H -4.786 -0.082 3.903  0.191
H -6.348 -1.687 2.678  0.181
H -5.562 -2.663 0.459  0.192
H -3.279 -2.018 -0.398  0.210

- Total charge: -2
- <S²>: 3.781
- Spin multiplicity: 4
- Orbital gap (spin up / spin down): 3.634 / 5.974 eV
- E_tot: -2305.7520 Ha
- E_HOMO (spin up / spin down): 1.6 / -0.8 eV

Record 2
Density functional theory data (ωB97M-V/def2-TZVPD) for a 3-piece molecular cluster, C9H16ClNO9 overall.

Each line ends with the natural charge from an NBO analysis.
Element x y z (Å)
N -1.671 3.083 0.944  -0.822
C -0.427 2.566 0.635  0.870
O 0.255 3.092 -0.187  -0.570
O 0.071 1.482 1.312  -0.509
C -0.542 0.274 0.925  -0.166
C -0.349 -0.037 -0.567  0.529
O 0.616 -0.549 -0.990  -0.460
Cl -1.667 0.350 -1.713  -0.076
H -2.326 2.399 1.295  0.380
H -2.024 3.569 0.136  0.406
H -0.028 -0.519 1.463  0.235
H -1.602 0.230 1.191  0.189
C -5.134 -5.272 -4.308  -0.256
O -4.083 -4.313 -4.421  -0.492
C -3.221 -4.331 -3.405  0.977
O -3.268 -5.060 -2.452  -0.642
O -2.298 -3.398 -3.631  -0.492
C -1.301 -3.306 -2.614  -0.257
H -5.762 -5.157 -5.188  0.196
H -4.732 -6.284 -4.288  0.193
H -5.733 -5.085 -3.418  0.192
H -0.749 -4.241 -2.530  0.194
H -1.752 -3.044 -1.658  0.184
H -0.614 -2.517 -2.908  0.203
C 2.976 1.447 1.680  -0.263
O 4.013 2.420 1.834  -0.490
C 4.032 3.006 3.026  0.978
O 3.278 2.786 3.936  -0.648
O 5.036 3.885 3.040  -0.493
C 5.172 4.593 4.270  -0.255
H 3.061 1.042 0.675  0.197
H 3.105 0.636 2.399  0.181
H 2.000 1.901 1.792  0.211
H 5.378 3.906 5.089  0.191
H 4.276 5.175 4.481  0.191
H 6.014 5.269 4.154  0.194

- Spin multiplicity: 1
- Orbital gap: 10.727 eV
- E_tot: -1544.6593 Ha
- E_HOMO: -10.7 eV

Record 3
Density functional theory data (ωB97M-V/def2-TZVPD) for C9H16CoOP as an isolated structure.

Each line ends with the natural charge from an NBO analysis.
Element x y z (Å)
C 1.173 -0.627 -1.671  -0.401
C 0.142 0.115 -2.390  -0.497
C -0.886 -0.882 -2.698  -0.292
C -0.742 -1.966 -1.870  -0.326
C 0.409 -1.755 -1.021  -0.475
Co -0.258 -0.018 -0.556  0.430
P 0.248 2.129 0.034  -0.082
H 2.273 -0.419 -1.689  0.208
H 0.196 1.147 -2.714  0.221
H -1.563 -0.788 -3.517  0.204
H 0.682 -2.418 -0.208  0.214
H -1.265 -2.923 -1.903  0.209
H -1.037 2.605 0.417  0.005
H 0.371 3.066 -1.060  -0.030
H 1.002 2.942 0.938  -0.069
C -0.683 -0.170 4.236  -0.492
C 0.708 -0.814 4.056  -0.449
C 0.951 -0.848 2.570  -0.086
O -0.201 -0.358 1.848  -0.567
C -1.209 0.052 2.820  -0.242
H -1.322 -0.867 4.814  0.198
H -0.577 0.801 4.760  0.202
H 0.716 -1.818 4.543  0.197
H 1.440 -0.154 4.563  0.200
H 1.795 -0.199 2.363  0.179
H 1.154 -1.870 2.269  0.177
H -2.098 -0.580 2.784  0.179
H -1.461 1.111 2.619  0.184

- Total charge: -1
- <S²>: 3.786
- Spin multiplicity: 4
- Orbital gap (spin up / spin down): 2.817 / 7.254 eV
- E_tot: -2151.6652 Ha
- E_HOMO (spin up / spin down): 0.7 / -3.9 eV

Record 4
Density functional theory data (ωB97M-V/def2-TZVPD) for C9H16EuN2PS as an isolated structure.

Each line ends with the natural charge from an NBO analysis.
Element x y z (Å)
C 1.443 -3.033 -1.821  -0.179
C 2.203 -4.050 -2.453  -0.335
C 1.921 -5.299 -1.824  -0.061
C 0.976 -5.087 -0.778  -0.341
C 0.646 -3.709 -0.726  -0.162
Eu -0.477 -0.310 -0.494  0.597
P -2.358 1.249 -2.133  -0.063
H 1.423 -1.960 -2.052  0.199
H 2.890 -3.899 -3.284  0.223
H 2.354 -6.258 -2.100  0.211
H -0.039 -3.201 -0.034  0.206
H 0.568 -5.856 -0.123  0.224
H -3.757 0.937 -2.021  0.037
H -2.280 1.039 -3.553  0.042
H -2.519 2.673 -2.198  0.017
S 1.260 -0.460 1.624  -0.421
C 0.625 1.123 1.692  0.013
N 0.453 1.883 0.530  -0.715
C 0.167 3.338 0.707  -0.208
C -1.078 3.445 1.562  -0.427
C -1.031 2.577 2.808  -0.216
N 0.163 1.686 2.825  -0.637
H 1.245 1.715 -0.106  0.390
H 0.023 3.753 -0.292  0.205
H 1.035 3.820 1.174  0.194
H -1.957 3.164 0.968  0.203
H -1.217 4.489 1.863  0.221
H -1.941 1.965 2.891  0.179
H -0.965 3.190 3.713  0.200
H 0.223 1.074 3.638  0.403

- <S²>: 12.036
- Spin multiplicity: 7
- Orbital gap (spin up / spin down): 4.396 / 4.684 eV
- E_tot: -1911.5476 Ha
- E_HOMO (spin up / spin down): -4.2 / -6.3 eV

Record 5
Density functional theory data (ωB97M-V/def2-TZVPD) for a 4-piece molecular cluster, C9H16F3N2O9P2 overall.

Each line ends with the natural charge from an NBO analysis.
Element x y z (Å)
N 5.679 -1.877 -1.447  -1.238
P 4.414 -2.714 -1.751  1.051
P 2.631 -1.401 -1.552  0.884
N 1.153 -2.031 -1.948  -1.120
H 6.293 -1.790 -2.247  0.406
H 4.176 -3.744 -0.830  -0.007
H 4.310 -3.261 -3.042  -0.004
H 2.569 -0.999 -0.225  0.040
H 2.825 -0.294 -2.367  0.108
H 0.951 -1.820 -2.919  0.423
H 1.061 -3.024 -1.753  0.438
C -0.495 2.572 0.396  -0.142
C -0.763 1.096 0.199  0.450
O -0.163 0.850 -1.076  -0.516
C 0.826 1.771 -1.244  0.977
O 1.667 1.684 -2.083  -0.611
O 0.732 2.743 -0.343  -0.453
F -2.074 0.794 0.133  -0.314
H -1.277 3.179 -0.059  0.213
H -0.366 2.862 1.429  0.250
H -0.295 0.447 0.942  0.148
C -1.554 5.647 5.076  -0.132
C -1.887 4.174 4.948  0.448
O -1.329 3.854 3.676  -0.513
C -0.302 4.719 3.441  0.975
O 0.508 4.577 2.589  -0.574
O -0.341 5.742 4.310  -0.469
F -3.214 3.937 4.922  -0.315
H -2.325 6.264 4.614  0.211
H -1.389 5.970 6.097  0.221
H -1.431 3.536 5.705  0.159
C -1.634 -3.528 -2.714  -0.141
C -2.997 -4.146 -2.479  0.450
O -2.653 -5.505 -2.233  -0.480
C -1.395 -5.553 -1.722  0.972
O -0.892 -6.475 -1.196  -0.527
O -0.780 -4.340 -1.905  -0.536
F -3.786 -4.065 -3.565  -0.309
H -1.336 -3.612 -3.761  0.203
H -1.583 -2.488 -2.401  0.210
H -3.535 -3.752 -1.617  0.163

- Total charge: +1
- Spin multiplicity: 1
- Orbital gap: 9.293 eV
- E_tot: -2121.2543 Ha
- E_HOMO: -13.1 eV

Record 6
Density functional theory data (ωB97M-V/def2-TZVPD) for a 2-piece molecular cluster, C9H16N2O2 overall.

Each line ends with the natural charge from an NBO analysis.
Element x y z (Å)
O -3.059 0.873 -0.844  -0.602
C -2.563 -0.032 -0.247  0.618
C -2.242 -1.311 -0.895  -0.361
C -1.369 -2.117 -0.306  0.045
N -0.788 -1.729 0.756  -0.581
C -1.081 -0.641 1.482  0.780
O -0.499 -0.266 2.561  -0.631
N -1.991 0.202 0.888  -0.614
H -2.722 -1.477 -1.889  0.249
H -1.187 -3.072 -0.735  0.228
H -0.357 -2.422 1.307  0.426
H -2.306 1.139 1.310  0.461
C 2.364 -1.538 -0.865  -0.620
C 2.045 -0.419 0.206  -0.402
C 1.237 0.742 -0.428  -0.387
C 0.839 1.880 0.449  -0.459
C -0.288 2.541 -0.252  -0.642
H 1.415 -2.029 -1.040  0.199
H 3.096 -1.332 -1.654  0.217
H 2.937 -2.063 -0.237  0.209
H 2.807 0.188 0.912  0.213
H 1.384 -1.001 0.945  0.192
H 1.850 1.253 -1.254  0.207
H 0.151 0.404 -0.723  0.181
H 1.661 2.581 0.710  0.198
H 0.676 1.380 1.361  0.225
H -1.325 1.943 -0.353  0.226
H -0.528 3.558 0.235  0.210
H -0.156 2.765 -1.402  0.215

- Spin multiplicity: 1
- Orbital gap: 9.920 eV
- E_tot: -612.4376 Ha
- E_HOMO: -9.5 eV

Record 7
Density functional theory data (ωB97M-V/def2-TZVPD) for a 2-piece molecular cluster, C9H16N2O4 overall.

Each line ends with the natural charge from an NBO analysis.
Element x y z (Å)
C 3.380 0.995 1.146  -0.627
C 1.914 0.861 0.788  -0.260
C 1.682 0.559 -0.705  -0.077
O 0.202 0.447 -0.992  -0.490
C -0.578 1.203 -0.209  0.438
N -0.347 1.959 0.716  -0.531
C 0.999 2.126 1.132  -0.175
C 1.625 3.480 0.662  0.791
O 2.718 3.558 0.140  -0.577
O 0.919 4.580 0.952  -0.660
H 3.894 -0.004 1.027  0.211
H 3.639 1.284 2.243  0.226
H 3.867 1.643 0.394  0.246
H 1.446 0.068 1.332  0.212
H 2.138 1.370 -1.349  0.199
H 2.182 -0.327 -1.039  0.204
H -1.638 1.077 -0.461  0.162
H 1.068 2.178 2.276  0.218
H 0.139 4.458 1.366  0.489
C -1.511 -3.932 -1.587  -0.636
C -2.108 -2.913 -0.674  0.224
O -1.511 -2.892 0.614  -0.699
C -3.112 -2.144 -0.971  -0.114
N -3.765 -1.197 -0.248  -0.823
H -2.186 -3.927 -2.537  0.215
H -0.581 -3.598 -1.962  0.213
H -1.351 -4.934 -1.060  0.224
H -2.143 -2.293 1.166  0.459
H -3.454 -2.386 -1.997  0.197
H -3.356 -0.875 0.574  0.358
H -4.173 -0.424 -0.736  0.385

- Spin multiplicity: 1
- Orbital gap: 8.265 eV
- E_tot: -762.9390 Ha
- E_HOMO: -7.8 eV

Record 8
Density functional theory data (ωB97M-V/def2-TZVPD) for one molecule with the formula C9H16N2O4.

Each line ends with the natural charge from an NBO analysis.
Element x y z (Å)
C -3.682 0.607 -0.758  -0.654
C -2.824 0.203 0.508  0.093
O -3.098 -1.061 1.204  -0.719
C -1.399 0.727 0.443  -0.168
N -0.909 1.885 -0.296  -0.820
C -0.574 -0.494 -0.129  0.685
O -1.209 -1.232 -0.770  -0.603
N 0.781 -0.325 -0.315  -0.449
C 1.372 -1.660 -0.883  -0.218
C 2.942 -1.530 -0.570  -0.429
C 2.750 -0.979 0.947  -0.442
C 1.684 0.051 0.863  -0.205
C 2.520 1.179 0.265  0.776
O 3.738 1.150 0.191  -0.601
O 1.957 2.160 -0.394  -0.656
H -3.715 1.671 -0.808  0.199
H -4.698 0.120 -0.456  0.239
H -3.454 0.253 -1.795  0.219
H -3.141 0.972 1.221  0.170
H -2.426 -1.822 0.904  0.493
H -0.952 0.607 1.518  0.195
H -1.851 2.568 0.120  0.364
H -1.173 1.724 -1.332  0.388
H 0.782 -2.557 -0.442  0.208
H 1.193 -1.587 -1.912  0.209
H 3.558 -2.464 -0.741  0.240
H 3.326 -0.606 -1.166  0.233
H 3.667 -0.316 1.218  0.295
H 2.522 -1.960 1.743  0.207
H 1.310 0.506 1.711  0.239
H 1.002 2.210 -0.089  0.512

- Spin multiplicity: 1
- Orbital gap: 10.075 eV
- E_tot: -762.8536 Ha
- E_HOMO: -9.6 eV

Record 9
Density functional theory data (ωB97M-V/def2-TZVPD) for one molecule with the formula C9H16N2O5S.

Each line ends with the natural charge from an NBO analysis.
Element x y z (Å)
C -5.319 1.378 1.887  -0.790
S -4.119 1.413 0.440  0.213
C -2.706 0.727 1.274  -0.551
C -1.588 0.614 0.374  -0.401
C -0.240 0.562 1.166  -0.146
N 0.848 0.662 0.207  -0.610
C 1.146 -0.238 -0.723  0.658
O 0.284 -1.102 -1.054  -0.659
C 2.479 -0.014 -1.369  -0.134
N 3.190 0.753 -0.433  -0.865
C 3.239 -1.210 -1.924  -0.553
C 2.849 -1.365 -3.402  0.761
O 3.577 -1.124 -4.425  -0.569
O 1.524 -1.799 -3.750  -0.689
C -0.032 -0.849 1.635  0.786
O -1.098 -1.566 1.556  -0.571
O 1.155 -1.281 2.301  -0.712
H -6.322 1.197 1.129  0.250
H -5.203 2.397 2.537  0.234
H -5.184 0.407 2.750  0.234
H -2.084 1.397 2.044  0.179
H -3.063 -0.263 1.866  0.246
H -1.705 0.028 -0.476  0.255
H -1.476 1.673 -0.121  0.194
H -0.167 1.262 1.945  0.236
H 1.394 1.551 0.329  0.446
H 2.070 0.572 -2.334  0.234
H 4.090 1.240 -0.829  0.391
H 3.419 0.244 0.459  0.386
H 4.480 -1.477 -1.744  0.280
H 2.828 -2.153 -1.381  0.253
H 0.977 -1.686 -2.965  0.498
H 0.758 -1.953 3.033  0.517

- Spin multiplicity: 1
- Orbital gap: 8.672 eV
- E_tot: -1236.2710 Ha
- E_HOMO: -8.6 eV

Record 10
Density functional theory data (ωB97M-V/def2-TZVPD) for one molecule with the formula C9H16N2O6.

Each line ends with the natural charge from an NBO analysis.
Element x y z (Å)
C -4.354 -0.075 0.414  -0.682
C -2.917 -0.016 -0.384  0.087
O -2.560 1.355 -0.581  -0.763
C -1.786 -0.951 0.392  -0.179
N -1.104 -0.393 1.704  -0.858
C -0.666 -1.089 -0.652  0.658
O -0.830 -1.002 -1.952  -0.664
N 0.598 -1.167 0.001  -0.672
C 1.835 -1.074 -0.766  -0.176
C 2.367 0.296 -0.560  -0.386
C 1.433 1.502 -0.811  -0.547
C 2.213 2.659 -0.212  0.824
O 2.356 3.586 -0.822  -0.507
O 2.905 2.255 1.060  -0.793
C 2.652 -2.372 -0.124  0.791
O 2.680 -3.487 -0.848  -0.568
O 3.439 -2.080 1.008  -0.652
H -4.925 1.023 0.184  0.240
H -4.223 -0.082 1.589  0.219
H -4.937 -1.006 -0.192  0.242
H -2.863 -0.573 -1.352  0.228
H -2.310 1.606 -1.559  0.508
H -2.172 -1.928 0.715  0.234
H -1.626 0.748 1.544  0.388
H -1.714 -0.735 2.493  0.383
H 0.501 -0.563 1.119  0.462
H 1.328 -1.410 -1.695  0.272
H 2.667 0.168 0.607  0.187
H 3.357 0.380 -1.003  0.230
H 1.549 1.470 -1.957  0.264
H 0.403 1.300 -0.253  0.262
H 3.450 3.003 1.525  0.503
H 3.256 -1.346 1.369  0.464

- Spin multiplicity: 1
- Orbital gap: 9.695 eV
- E_tot: -913.2486 Ha
- E_HOMO: -9.5 eV

Record 11
Density functional theory data (ωB97M-V/def2-TZVPD) for an isolated ion of composition C9H16N2P and charge +1.

Each line ends with the natural charge from an NBO analysis.
Element x y z (Å)
C 2.695 0.184 1.037  -0.634
C 1.715 1.286 0.642  -0.202
N 0.747 0.809 -0.378  -0.474
C 1.294 0.972 -1.723  -0.425
C -0.116 -0.269 -0.107  -0.372
P 0.500 -1.951 -0.020  0.792
C -1.535 -0.094 -0.030  0.254
C -2.472 -1.220 0.057  -0.249
C -3.808 -0.945 -0.010  -0.116
C -4.294 0.363 -0.215  -0.282
C -3.442 1.406 -0.358  0.047
N -2.087 1.148 -0.046  -0.516
H 3.601 0.679 1.272  0.242
H 2.227 -0.429 1.855  0.207
H 2.888 -0.308 0.088  0.187
H 2.212 2.102 0.210  0.205
H 1.291 1.521 1.559  0.203
H 2.292 0.596 -1.887  0.194
H 0.504 0.640 -2.374  0.213
H 1.322 2.126 -1.940  0.209
H 1.942 -2.228 0.148  0.102
H -0.067 -2.744 0.853  0.007
H 0.236 -2.597 -1.195  0.002
H -2.025 -2.268 0.145  0.215
H -4.509 -1.729 0.109  0.237
H -5.418 0.394 -0.389  0.256
H -3.871 2.485 -0.362  0.262
H -1.343 1.684 -0.444  0.434

- Total charge: +1
- Spin multiplicity: 1
- Orbital gap: 8.114 eV
- E_tot: -803.0365 Ha
- E_HOMO: -11.5 eV

Record 12
Density functional theory data (ωB97M-V/def2-TZVPD) for C9H16N2Si as an isolated structure.

Each line ends with the natural charge from an NBO analysis.
Element x y z (Å)
C 3.661 -0.608 0.101  -0.222
C 2.625 -1.328 0.759  -0.211
C 3.372 0.407 -0.747  -0.205
C 1.324 -1.091 0.386  -0.224
C 2.066 0.618 -1.102  -0.211
C 1.011 -0.118 -0.547  0.096
C 0.362 2.275 0.717  -0.469
C -1.991 -2.290 -0.980  -1.093
C -2.358 0.171 1.094  -1.130
N -0.569 1.969 -0.380  -0.478
N -0.232 0.224 -0.869  -0.687
Si -1.885 -0.385 -0.646  1.564
H 4.647 -0.689 0.450  0.208
H 2.824 -2.139 1.444  0.220
H 4.122 0.959 -1.199  0.210
H 0.309 -1.454 0.935  0.213
H 1.897 1.518 -1.751  0.212
H 0.003 2.028 1.715  0.189
H 1.311 1.712 0.649  0.213
H 0.525 3.382 0.770  0.208
H -1.986 -2.423 -2.050  0.238
H -0.979 -2.675 -0.738  0.235
H -2.827 -2.750 -0.509  0.238
H -3.402 -0.244 1.376  0.242
H -1.640 -0.394 1.786  0.233
H -2.112 1.227 1.294  0.265
H -0.252 2.631 -1.073  0.351
H -2.545 0.020 -1.853  -0.206

- Spin multiplicity: 1
- Orbital gap: 8.516 eV
- E_tot: -751.4325 Ha
- E_HOMO: -8.1 eV